ORCA calculation (ωB97M-V/def2-TZVPD) on 4 unconnected molecules or ions with the total composition C13H34BrN2O5.

Structure (ORCA input):
```
! wB97M-V def2-TZVPD RIJCOSX def2/J DEFGRID3
* xyz 0 2
Br 2.295 0.926 0.486
C -5.419 1.718 -1.572
O -4.769 0.623 -0.942
C -3.613 0.888 -0.269
C -2.402 0.568 -1.136
N -1.189 1.258 -0.571
C -0.926 2.562 -1.244
C -0.780 2.555 -2.753
O 0.414 3.221 -3.097
C 0.345 3.788 -4.339
H -6.230 1.370 -2.212
H -4.760 2.352 -2.166
H -5.831 2.469 -0.897
H -3.647 0.328 0.665
H -3.627 1.860 0.224
H -2.556 0.722 -2.204
H -2.233 -0.508 -1.179
H -0.342 0.712 -0.648
H -0.009 2.965 -0.814
H -1.763 3.181 -0.920
H -1.665 2.935 -3.263
H -0.721 1.495 -2.998
H 0.006 3.158 -5.162
H 1.319 4.200 -4.599
H -0.227 4.704 -4.193
C -1.440 -2.684 5.522
O -0.660 -2.351 4.402
C -0.930 -1.100 3.857
C -0.613 -1.270 2.298
N 0.729 -1.878 2.081
C 0.767 -2.670 0.919
C 2.256 -3.082 0.694
O 2.607 -4.063 1.759
C 3.987 -4.373 1.780
H -1.415 -2.017 6.384
H -1.226 -3.658 5.961
H -2.515 -2.821 5.406
H -0.120 -0.482 4.244
H -1.923 -0.676 4.004
H -0.607 -0.262 1.881
H -1.469 -1.882 2.016
H 1.264 -1.059 1.831
H 0.372 -2.182 0.028
H 0.093 -3.519 1.034
H 2.936 -2.241 0.832
H 2.374 -3.494 -0.309
H 4.607 -3.571 2.182
H 4.529 -4.635 0.871
H 4.202 -5.113 2.551
C 5.199 2.033 -3.005
O 5.317 1.133 -1.942
H 5.134 3.050 -2.617
H 6.083 1.920 -3.632
H 4.346 1.882 -3.666
H 4.443 1.015 -1.561
*
```

The value obtained for the LUMO energy (alpha / beta) is 0.606 / -4.257 eV. Its expectation value of S² is 0.7532. The value obtained for the HOMO-LUMO gap (alpha / beta) is 9.508 / 4.511 eV. The HOMO energy (alpha / beta) comes out at -8.9 / -8.8 eV.


ORCA calculation (ωB97M-V/def2-TZVPD) on C18H20N2O4 in the gas phase.

Structure (ORCA input):
```
! wB97M-V def2-TZVPD RIJCOSX def2/J DEFGRID3
* xyz 0 1
N 1.262 1.669 1.112
C -0.136 1.316 0.870
C -0.912 2.598 0.408
C -0.229 3.522 -0.599
C 0.544 4.631 -0.181
C 1.131 5.514 -1.076
C 0.888 5.408 -2.423
C 0.077 4.377 -2.896
C -0.506 3.487 -1.981
C -0.078 0.359 -0.323
O 0.810 0.501 -1.077
N -1.082 -0.607 -0.476
C -1.603 -1.448 0.659
C -0.582 -1.989 1.663
C 0.166 -3.134 1.011
C -0.166 -4.490 1.171
C 0.573 -5.504 0.563
C 1.768 -5.164 -0.100
O 2.586 -6.120 -0.640
C 2.115 -3.851 -0.230
C 1.289 -2.836 0.281
C -2.787 -0.599 1.357
O -3.031 -0.723 2.534
O -3.372 0.296 0.573
H 1.679 0.848 1.535
H 1.722 1.666 0.194
H -0.611 0.892 1.745
H -1.854 2.173 0.034
H -1.144 3.184 1.293
H 0.726 4.854 0.879
H 1.768 6.307 -0.665
H 1.379 6.104 -3.100
H -0.092 4.367 -4.002
H -1.213 2.722 -2.385
H -1.084 -1.145 -1.387
H -2.214 -2.242 0.172
H 0.152 -1.198 1.956
H -1.181 -2.263 2.533
H -0.941 -4.836 1.799
H 0.285 -6.566 0.637
H 2.141 -6.986 -0.618
H 3.026 -3.631 -0.798
H 1.683 -1.786 0.262
H -2.950 0.323 -0.282
*
```

The value obtained for the LUMO energy is 0.439 eV. Its SMILES is N[C@@H](Cc1ccccc1)C(=O)N[C@@H](Cc1ccc(O)cc1)C(=O)O. The value obtained for the HOMO-LUMO gap is 9.331 eV. The value obtained for the energy relative to the best compared isomer or geometry (same formula, charge and spin) is 37.6 kcal/mol. The HOMO energy comes out at -8.9 eV.


ORCA calculation (ωB97M-V/def2-TZVPD) on a molecular structure, C14H28Ag2CuN4O14.

Structure (ORCA input):
```
! wB97M-V def2-TZVPD RIJCOSX def2/J DEFGRID3
* xyz 3 3
Ag 10.644 -15.411 -8.176
Ag 13.501 -17.025 -6.504
Cu 7.028 -14.563 -8.086
O 11.100 -16.784 -6.210
C 9.903 -17.267 -5.741
C 8.560 -16.626 -6.144
O 8.506 -16.097 -7.405
H 9.957 -17.328 -4.643
H 9.902 -18.330 -6.066
H 8.175 -15.899 -5.410
H 7.810 -17.444 -6.086
C 11.531 -20.464 -4.814
N 10.268 -20.892 -5.506
O 9.235 -20.650 -4.920
O 10.366 -21.318 -6.635
H 12.408 -20.728 -5.390
H 11.524 -20.987 -3.859
H 11.350 -19.400 -4.678
C 6.119 -18.833 -7.984
N 4.718 -19.301 -7.681
O 4.491 -20.447 -7.958
O 3.958 -18.491 -7.193
H 6.775 -19.448 -7.375
H 6.157 -17.793 -7.652
H 6.181 -18.867 -9.067
C 11.977 -17.702 -2.148
N 11.700 -16.578 -1.223
O 12.228 -16.550 -0.148
O 11.064 -15.648 -1.725
H 12.870 -18.255 -1.879
H 12.148 -17.274 -3.135
H 11.055 -18.280 -2.201
C 6.979 -15.938 -2.254
N 5.641 -15.939 -2.938
O 5.633 -15.788 -4.164
O 4.661 -16.042 -2.265
H 6.753 -15.982 -1.193
H 7.455 -14.998 -2.507
H 7.490 -16.844 -2.564
O 10.101 -16.584 -9.973
C 10.144 -17.705 -10.489
O 10.681 -17.891 -11.648
C 10.652 -19.308 -12.052
C 9.834 -20.025 -10.959
C 9.711 -19.006 -9.839
H 11.662 -19.672 -12.201
H 10.113 -19.286 -12.995
H 10.362 -20.943 -10.699
H 8.886 -20.365 -11.368
H 10.394 -19.090 -8.985
H 8.707 -18.936 -9.424
O 11.199 -13.784 -6.292
C 10.940 -13.129 -5.287
O 11.185 -11.853 -5.245
C 11.023 -11.386 -3.850
C 9.893 -12.261 -3.334
C 10.199 -13.589 -4.029
H 10.865 -10.315 -3.869
H 11.960 -11.627 -3.350
H 8.899 -11.851 -3.482
H 10.060 -12.375 -2.261
H 9.314 -14.151 -4.319
H 10.944 -14.200 -3.511
*
```

The value obtained for the LUMO energy (alpha / beta) is -11.546 / -13.377 eV. Its expectation value of S² is 2.0107. The value obtained for the HOMO-LUMO gap (alpha / beta) is 5.910 / 4.076 eV. The HOMO energy (alpha / beta) comes out at -17.5 / -17.5 eV.


Which F_max belongs to each record? In order, 0.0605, 0.0688, 0.0349 hartree/bohr.